The following is a quantum chemistry calculation of the ion C6H12N with charge +1 at a distorted geometry, from the Open Molecules 2025 dataset.

## Properties
E, hartree: -290.22262
E_LUMO, eV: -3.81
Total charge: +1

Atoms and positions in Å:
C 0.132 0.371 -0.301
C -0.658 -0.775 -1.054
C -0.298 0.831 1.100
C 1.298 0.874 -0.788
C -0.458 -0.445 1.881
C -1.622 -0.864 2.482
N 1.748 0.500 -2.058
H -1.243 -0.276 -1.914
H -1.384 -1.122 -0.242
H 0.371 1.583 1.515
H -1.330 1.302 1.028
H 1.685 1.737 -0.297
H 0.311 -1.159 1.896
H 0.183 -1.447 -1.206
H -2.581 -0.495 2.235
H -1.593 -1.804 2.959
H 1.998 1.277 -2.785
H 0.831 -0.006 -2.476
H 2.609 -0.080 -1.973